A | C21H23N5O7RuS | wB97M-V/def2-TZVPD

Geometry as XYZ:
```
58
Properties=species:S:1:pos:R:3
Ru -0.12 -0.53 -0.42
C -0.76 0.05 2.04
C 0.17 1.09 2.11
C 0.06 2.21 1.28
C -0.95 2.27 0.34
C -1.90 1.23 0.25
C -1.84 0.14 1.13
H -0.72 -0.77 2.74
H 0.97 1.04 2.84
H 0.77 3.02 1.37
H -1.04 3.13 -0.30
H -2.76 1.35 -0.39
H -2.65 -0.57 1.19
O 3.41 1.52 -0.14
C 2.43 0.94 -0.54
O 1.83 -0.09 0.01
C 1.76 1.38 -1.79
C 2.40 2.15 -2.76
C 1.68 2.49 -3.89
C 0.37 2.04 -4.03
C -0.19 1.28 -3.02
N 0.51 0.99 -1.91
H 3.43 2.44 -2.60
H 2.13 3.11 -4.65
H -0.22 2.29 -4.90
H -1.20 0.91 -3.07
C -6.64 -2.37 3.20
C -6.06 -3.75 2.93
S -4.43 -3.64 2.17
O -3.43 -4.13 3.09
O -4.25 -2.30 1.64
C -4.55 -4.76 0.76
C -3.21 -5.12 0.06
N -2.04 -4.27 0.35
C -1.82 -3.07 -0.22
N -0.71 -2.54 0.28
C -0.20 -3.40 1.21
C -1.01 -4.48 1.26
N -0.86 -5.60 2.15
O -1.59 -6.58 1.98
O 0.00 -5.50 2.99
C -2.71 -2.46 -1.23
H -7.62 -2.47 3.66
H -6.74 -1.81 2.28
H -5.99 -1.80 3.87
H -6.68 -4.33 2.24
H -5.89 -4.33 3.84
H -5.24 -4.27 0.08
H -5.00 -5.67 1.16
H -3.35 -5.09 -1.01
H -2.93 -6.12 0.36
H 0.71 -3.22 1.75
H -2.82 -3.11 -2.11
H -2.30 -1.52 -1.57
H -3.70 -2.28 -0.80
O 2.18 -2.39 -3.18
C 1.24 -2.01 -2.61
N 0.21 -1.62 -2.08
```

## Properties
HOMO level (spin up / spin down)   -12.144 / -11.992 eV
Gap between HOMO and LUMO (spin up / spin down)   7.319 / 7.363 eV
Expectation value of S²   0.774
Total charge   +1
Spin multiplicity   2

---

B | C21H23N5O7RuS | wB97M-V/def2-TZVPD

Geometry as XYZ:
```
58
Properties=species:S:1:pos:R:3
Ru -1.85 -0.62 1.25
C -3.83 -2.13 1.01
C -2.96 -3.20 0.75
C -2.21 -3.76 1.79
C -2.25 -3.20 3.06
C -3.10 -2.12 3.32
C -3.94 -1.63 2.31
H -4.54 -1.81 0.24
H -2.95 -3.65 -0.23
H -1.62 -4.64 1.61
H -1.67 -3.63 3.86
H -3.18 -1.73 4.32
H -4.71 -0.90 2.56
O -3.28 3.07 2.75
C -2.88 2.22 1.99
O -3.20 1.01 1.89
C -1.82 2.62 0.93
C -1.70 3.95 0.55
C -0.77 4.26 -0.42
C 0.02 3.25 -0.93
C -0.15 1.96 -0.46
N -1.07 1.65 0.44
H -2.35 4.68 1.00
H -0.66 5.28 -0.77
H 0.78 3.42 -1.69
H 0.51 1.18 -0.81
C 3.25 1.91 0.67
C 4.26 1.62 -0.42
S 3.47 0.92 -1.90
O 4.35 0.99 -3.02
O 2.14 1.47 -2.07
C 3.21 -0.85 -1.50
C 2.18 -1.42 -2.47
N 0.81 -1.17 -2.08
C 0.21 -1.62 -0.95
N -1.05 -1.19 -0.88
C -1.28 -0.44 -1.98
C -0.13 -0.41 -2.74
N 0.05 0.34 -3.95
O 0.94 0.01 -4.69
O -0.75 1.23 -4.12
C 0.82 -2.51 0.06
H 3.74 2.27 1.57
H 2.69 1.02 0.93
H 2.55 2.67 0.33
H 5.00 0.88 -0.11
H 4.78 2.51 -0.75
H 2.90 -0.93 -0.47
H 4.17 -1.34 -1.65
H 2.30 -2.50 -2.58
H 2.34 -0.95 -3.45
H -2.23 0.01 -2.20
H 1.38 -3.33 -0.40
H 0.03 -2.91 0.70
H 1.51 -1.95 0.70
O 1.41 0.73 3.51
C 0.58 0.08 3.03
N -0.22 -0.66 2.52
```

## Properties
HOMO level (spin up / spin down)   -12.515 / -12.464 eV
Gap between HOMO and LUMO (spin up / spin down)   6.651 / 7.196 eV
Expectation value of S²   1.113
Total charge   +1
Spin multiplicity   2

---

Verdict on stability: B comes out at the bottom.

---

A | C5H9NOS2 | wB97M-V/def2-TZVPD

Geometry as XYZ:
```
18
Properties=species:S:1:pos:R:3
C -0.07 1.44 -3.16
C -0.35 1.50 -1.87
C -0.04 0.35 -0.99
C -0.56 -1.59 1.40
C 0.51 -0.53 1.63
N 0.13 0.79 0.31
O 0.10 -0.79 -1.44
S 2.26 -0.77 1.39
S 0.18 0.48 3.12
H -0.43 2.18 -3.79
H 0.30 0.45 -3.56
H -0.70 2.42 -1.45
H -0.18 -2.36 2.04
H -0.43 -1.95 0.44
H -1.68 -1.49 1.53
H -0.25 1.63 0.63
H 2.25 -1.71 0.45
H -1.05 -0.05 3.33
```

## Properties
HOMO level   -9.233 eV
Gap between HOMO and LUMO   9.751 eV
Total charge   0

---

B | C5H9NOS2 | wB97M-V/def2-TZVPD

Geometry as XYZ:
```
18
Properties=species:S:1:pos:R:3
C -1.40 -1.75 0.46
C -1.13 -0.46 0.30
S -0.54 0.58 1.59
C 0.02 1.91 0.47
C -1.02 2.06 -0.61
S -1.47 0.40 -1.21
H -1.21 -2.25 1.39
H -1.83 -2.32 -0.35
H 0.99 1.62 0.07
H 0.11 2.82 1.07
H -1.93 2.54 -0.25
H -0.63 2.62 -1.47
C 1.21 -1.39 -0.84
N 1.93 -0.48 -0.37
O 2.62 -0.69 0.78
H 0.70 -1.20 -1.77
H 1.13 -2.39 -0.40
H 2.48 -1.60 1.13
```

## Properties
SMILES string   C=C1SCCS1.C=NO
HOMO level   -8.200 eV
Gap between HOMO and LUMO   8.897 eV
Total charge   0

---

Verdict on stability: B comes out at the bottom.

---

A | C2H3N2O2 | wB97M-V/def2-TZVPD

Geometry as XYZ:
```
9
Properties=species:S:1:pos:R:3
C 0.25 0.14 0.44
C -1.04 0.54 -0.23
N -2.15 0.23 0.42
N 0.45 1.59 0.48
O 1.34 2.02 -0.29
O -3.31 0.42 -0.16
H 0.09 -0.38 1.27
H 0.93 -0.52 -0.11
H -1.01 0.85 -1.25
```

## Properties
HOMO level (spin up / spin down)   -3.211 / -3.212 eV
Gap between HOMO and LUMO (spin up / spin down)   7.600 / 7.601 eV
Total charge   -1

---

B | C2H3N2O2 | wB97M-V/def2-TZVPD

Geometry as XYZ:
```
9
Properties=species:S:1:pos:R:3
C -0.77 -0.02 0.59
C -0.13 -1.02 -1.40
N 0.48 0.23 1.27
N 0.86 1.31 1.76
O 1.90 1.16 2.55
O 0.11 -2.15 -1.54
H -1.19 0.89 0.02
H -0.36 -0.26 -2.29
H 1.06 -0.56 1.63
```

## Properties
HOMO level   -2.413 eV
Gap between HOMO and LUMO   6.673 eV
Total charge   -1

---

Verdict on stability: B comes out at the bottom.

---

A | C7H17N | wB97M-V/def2-TZVPD

Geometry as XYZ:
```
25
Properties=species:S:1:pos:R:3
C -1.43 -0.20 1.61
C -1.51 0.81 2.74
C -0.05 -0.29 0.88
N -0.19 0.20 -0.51
C -0.48 1.62 -0.57
C 2.26 -0.64 -0.68
C 0.95 -0.19 -1.41
C 0.39 -1.43 -2.22
H -1.70 -1.19 2.00
H -2.13 -0.15 0.77
H -0.56 0.89 3.27
H -1.80 1.82 2.43
H -2.26 0.44 3.43
H 0.62 0.39 1.41
H 0.33 -1.31 0.82
H -1.06 1.89 -1.45
H 0.47 2.18 -0.57
H -1.13 1.96 0.24
H 2.36 -1.73 -0.72
H 2.36 -0.27 0.33
H 3.08 -0.43 -1.38
H 1.21 0.71 -1.96
H 0.32 -1.12 -3.27
H -0.61 -1.59 -1.82
H 1.00 -2.32 -2.17
```

## Properties
HOMO level (spin up / spin down)   1.482 / -4.702 eV
Gap between HOMO and LUMO (spin up / spin down)   2.451 / 8.695 eV
Expectation value of S²   0.750
Total charge   -1
Spin multiplicity   2

---

B | C7H17N | wB97M-V/def2-TZVPD

Geometry as XYZ:
```
25
Properties=species:S:1:pos:R:3
C -1.05 -3.30 -0.57
C -0.14 -2.14 -0.16
C -0.07 -1.94 1.37
C 0.93 -0.89 1.86
H -0.84 -4.25 -0.07
H -0.98 -3.47 -1.67
H -2.10 -3.03 -0.38
H -0.54 -1.22 -0.61
H 0.87 -2.31 -0.62
H 0.10 -2.92 1.83
H -1.08 -1.61 1.69
H 1.91 -1.07 1.39
H 1.08 -0.90 2.95
H 0.63 0.11 1.57
C 1.56 2.67 -1.56
C 0.39 2.36 -0.66
C -1.79 2.93 -0.14
N -0.78 3.19 -0.90
H 2.45 2.03 -1.39
H 1.27 2.63 -2.62
H 1.85 3.71 -1.36
H 0.73 2.44 0.39
H 0.04 1.31 -0.80
H -1.73 2.15 0.66
H -2.71 3.52 -0.21
```

## Properties
HOMO level (spin up / spin down)   0.969 / -3.852 eV
Gap between HOMO and LUMO (spin up / spin down)   2.703 / 7.426 eV
Expectation value of S²   0.752
Total charge   -1
Spin multiplicity   2

---

Verdict on stability: A comes out at the bottom.

---

A | C2H7OPS2 | wB97M-V/def2-TZVPD

Geometry as XYZ:
```
13
Properties=species:S:1:pos:R:3
C 0.32 1.42 0.82
C -0.66 1.54 -0.37
O -1.60 -0.62 0.81
P -1.50 -0.09 -0.71
S 2.02 -3.52 0.17
S 0.86 -2.77 -1.32
H -0.12 1.29 1.81
H 0.97 0.62 0.39
H 0.79 2.34 0.91
H -0.06 1.83 -1.34
H -1.38 2.26 -0.02
H -1.64 -1.59 0.97
H 1.99 -2.72 -2.12
```

## Properties
HOMO level (spin up / spin down)   -7.233 / -9.061 eV
Gap between HOMO and LUMO (spin up / spin down)   5.326 / 8.948 eV
Total charge   0

---

B | C2H7OPS2 | wB97M-V/def2-TZVPD

Geometry as XYZ:
```
13
Properties=species:S:1:pos:R:3
C -0.40 -1.70 0.59
C -1.29 1.55 0.21
O 1.82 -0.73 -1.64
P 1.05 -0.02 -0.48
S 2.28 0.88 0.65
S -0.52 1.16 -1.41
H 0.18 -2.61 0.41
H -0.25 -1.22 1.52
H -1.31 -1.60 0.03
H -1.57 0.54 0.67
H -2.19 2.22 0.11
H -0.58 2.17 0.81
H 2.77 -0.65 -1.48
```

## Properties
HOMO level   -8.648 eV
Gap between HOMO and LUMO   8.631 eV
Total charge   0

---

Verdict on stability: A comes out at the bottom.

---

A | C2H2BrF3 | wB97M-V/def2-TZVPD

Geometry as XYZ:
```
8
Properties=species:S:1:pos:R:3
C -0.13 -1.37 0.65
C -0.37 1.90 -0.16
F 1.20 -1.40 0.52
F -0.48 -1.42 1.93
F -0.83 1.97 -1.41
Br -1.48 2.59 1.14
H -0.68 -2.01 -0.02
H 0.69 2.03 -0.07
```

## Properties
HOMO level (spin up / spin down)   -8.965 / -8.539 eV
Gap between HOMO and LUMO (spin up / spin down)   9.005 / 8.910 eV
Total charge   0

---

B | C2H2BrF3 | wB97M-V/def2-TZVPD

Geometry as XYZ:
```
8
Properties=species:S:1:pos:R:3
F -1.67 0.25 0.42
C -0.75 -0.29 -0.42
F -0.92 0.31 -1.57
C 0.73 0.09 0.31
F 1.80 0.00 -0.51
Br 0.84 1.74 1.27
H -0.88 -1.30 -0.49
H 0.85 -0.80 1.00
```

## Properties
SMILES string   FC(F)[C@@H](F)Br
HOMO level   -10.708 eV
Gap between HOMO and LUMO   11.495 eV
Total charge   0

---

Verdict on stability: A comes out at the bottom.

---

A | C22H22N2O2S | wB97M-V/def2-TZVPD

Geometry as XYZ:
```
49
Properties=species:S:1:pos:R:3
C 6.97 -0.81 0.18
C 5.86 -0.23 -0.78
C 6.18 -0.81 -2.15
C 6.10 1.28 -0.83
C 4.40 -0.56 -0.34
C 4.09 -1.11 0.93
C 2.75 -1.44 1.26
C 1.71 -1.20 0.36
C 0.31 -1.48 0.74
C -0.60 -1.69 -0.24
C -1.92 -1.77 0.12
S -3.10 -1.76 -1.14
C -4.03 -0.39 -0.54
C -3.38 0.83 -0.31
C -4.12 1.96 0.16
C -5.54 1.87 0.28
C -6.17 0.63 0.06
C -5.43 -0.46 -0.34
O -7.53 0.54 0.22
C -8.16 1.55 1.01
C -7.65 2.93 0.58
O -6.23 3.00 0.65
N -2.29 -1.76 1.40
C -1.35 -1.62 2.35
N -0.07 -1.45 2.04
C 2.03 -0.56 -0.89
C 3.34 -0.26 -1.22
H 6.79 -1.89 0.28
H 7.98 -0.67 -0.22
H 6.90 -0.41 1.19
H 5.70 -0.26 -3.00
H 5.82 -1.86 -2.18
H 7.24 -0.78 -2.37
H 7.15 1.50 -1.11
H 5.45 1.80 -1.52
H 5.89 1.68 0.15
H 4.84 -1.31 1.67
H 2.53 -1.85 2.24
H -0.35 -1.75 -1.30
H -2.33 0.93 -0.44
H -3.65 2.93 0.34
H -5.98 -1.38 -0.56
H -9.25 1.50 0.84
H -7.96 1.43 2.11
H -7.93 3.12 -0.50
H -8.09 3.71 1.18
H -1.69 -1.65 3.41
H 1.25 -0.28 -1.59
H 3.52 0.27 -2.17
```

## Properties
SMILES string   CC(C)(C)c1ccc(-c2cc(Sc3ccc4c(c3)OCCO4)ncn2)cc1
HOMO level   -8.057 eV
Gap between HOMO and LUMO   8.221 eV
Total charge   0

---

B | C22H22N2O2S | wB97M-V/def2-TZVPD

Geometry as XYZ:
```
49
Properties=species:S:1:pos:R:3
C 0.18 3.43 3.50
C 0.58 3.10 2.07
O -0.47 3.53 1.23
C -0.43 3.20 -0.09
C 0.65 2.59 -0.72
C 0.56 2.24 -2.06
C -0.61 2.46 -2.77
N -0.75 2.01 -4.09
C -0.28 0.87 -4.66
S -0.20 0.75 -6.30
N 0.12 -0.17 -3.89
C -0.16 -0.44 -2.54
C 0.81 -1.01 -1.74
C 0.59 -1.22 -0.39
C -0.63 -0.85 0.18
O -0.94 -0.94 1.50
C 0.04 -1.42 2.40
C 0.39 -2.88 2.23
C -0.53 -3.76 1.69
C -0.21 -5.10 1.54
C 1.03 -5.57 1.94
C 1.95 -4.69 2.49
C 1.63 -3.35 2.63
C -1.63 -0.33 -0.64
C -1.41 -0.14 -1.99
C -1.66 3.14 -2.16
C -1.57 3.51 -0.84
H 0.97 3.12 4.19
H 0.02 4.50 3.61
H -0.74 2.91 3.76
H 1.51 3.61 1.81
H 0.72 2.02 1.96
H 1.57 2.38 -0.19
H 1.41 1.78 -2.54
H -1.20 2.63 -4.75
H 0.63 -0.88 -4.40
H 1.76 -1.29 -2.17
H 1.37 -1.67 0.21
H -0.41 -1.27 3.39
H 0.95 -0.80 2.34
H -1.50 -3.40 1.38
H -0.94 -5.78 1.11
H 1.27 -6.61 1.83
H 2.92 -5.05 2.80
H 2.35 -2.67 3.05
H -2.58 -0.08 -0.20
H -2.20 0.25 -2.61
H -2.55 3.36 -2.72
H -2.38 4.01 -0.34
```

## Properties
SMILES string   CCOc1ccc(NC(=S)Nc2ccc(OCc3ccccc3)cc2)cc1
HOMO level   -7.609 eV
Gap between HOMO and LUMO   8.154 eV
Total charge   0

---

Verdict on stability: A comes out at the bottom.

---

A | H4O2P2 | wB97M-V/def2-TZVPD

Geometry as XYZ:
```
8
Properties=species:S:1:pos:R:3
O -1.56 0.62 0.40
P -0.10 0.47 0.26
O 0.40 0.05 1.72
P 0.87 -0.96 -1.17
H 0.58 1.67 0.04
H -0.42 0.22 2.20
H -0.24 -1.79 -1.13
H 0.47 -0.28 -2.31
```

## Properties
SMILES string   O=[P@@H](O)P
HOMO level   -10.069 eV
Gap between HOMO and LUMO   10.936 eV
Total charge   0

---

B | H4O2P2 | wB97M-V/def2-TZVPD

Geometry as XYZ:
```
8
Properties=species:S:1:pos:R:3
O -1.85 0.18 -0.89
O 0.33 -0.03 0.72
P 1.79 -0.45 -0.49
P -0.97 -0.84 0.19
H -1.96 0.89 -0.31
H 1.63 0.87 -1.02
H 2.74 -0.17 0.50
H -1.71 -0.47 1.30
```

## Properties
HOMO level   -9.251 eV
Gap between HOMO and LUMO   9.096 eV
Total charge   0

---

Verdict on stability: B comes out at the bottom.